{
  "formula": "C5H13Cl2NSi",
  "method": "ωB97M-V/def2-TZVPD",
  "elements": ["C", "C", "C", "C", "C", "N", "Si", "Cl", "Cl", "H", "H", "H", "H", "H", "H", "H", "H", "H", "H", "H", "H", "H"],
  "xyz": [[0.5069, -0.6247, 2.0138], [-1.6558, -1.4735, 1.0354], [0.4304, -1.7529, -0.3336], [1.3247, 1.6857, -2.0987], [-0.2814, -0.8182, 0.6951], [0.4688, 2.2863, -1.1163], [-0.6636, 1.3882, -0.1499], [-1.2776, 2.7288, 1.2640], [-2.1293, 1.1015, -1.5607], [1.3361, -0.0319, 1.9780], [-0.2436, -0.2339, 2.5986], [0.9655, -1.5812, 2.3618], [-2.3475, -1.3697, 0.0915], [-2.1584, -0.9017, 1.7986], [-1.4881, -2.4992, 1.1365], [1.5216, -1.5515, -0.2911], [0.2387, -2.8163, -0.1468], [0.0845, -1.4851, -1.2865], [2.3032, 2.0006, -1.9291], [0.9566, 0.6679, -2.2522], [1.1144, 2.1645, -3.0536], [0.9940, 3.1164, -0.7547]],
  "e_tot_ha": -1462.99488,
  "largest_force_ev_per_a": 4.8,
  "lumo_energy_ev": 0.62,
  "spin_multiplicity": 1,
  "total_charge": 0,
  "homo_lumo_gap_ev": 9.37
}

---

{
  "formula": "H18O9",
  "method": "ωB97M-V/def2-TZVPD",
  "elements": ["O", "H", "H", "O", "H", "H", "O", "H", "H", "O", "H", "H", "O", "H", "H", "O", "H", "H", "O", "H", "H", "O", "H", "H", "O", "H", "H"],
  "xyz": [[-0.1842, -0.0568, -0.0480], [-0.1561, -0.7689, 0.5276], [0.6904, -0.2107, -0.4468], [5.1350, 1.7019, -0.3108], [4.3566, 1.5228, 0.2493], [4.7087, 1.6641, -1.1164], [-2.5353, -1.8830, 2.8904], [-3.3541, -2.1072, 3.3775], [-2.2693, -2.5983, 2.3992], [-2.0602, 4.5598, -0.0634], [-2.3511, 3.6640, -0.3391], [-2.6560, 4.8235, 0.5936], [-3.6574, -2.9145, -1.0739], [-3.1352, -3.1898, -0.2631], [-3.1311, -2.1866, -1.2502], [-2.8235, -0.3269, -2.4258], [-2.1027, -0.8505, -2.2625], [-2.5715, 0.4362, -2.9993], [2.4942, -1.2006, 0.7906], [2.3781, -1.5144, 1.6643], [2.0483, -1.7856, 0.0963], [-0.6403, 2.8577, 0.7709], [-0.2300, 2.4031, 1.5342], [0.0364, 3.4357, 0.4069], [4.2876, -2.4814, -0.5766], [4.0863, -1.6505, -1.0071], [3.5255, -3.1358, -0.7903]],
  "smiles": "O.O.O.O.O.O.O.O.O",
  "e_tot_ha": -687.84593,
  "largest_force_ev_per_a": 4.2,
  "lumo_energy_ev": -0.54,
  "spin_multiplicity": 1,
  "total_charge": 0,
  "homo_lumo_gap_ev": 9.61
}

---

{
  "formula": "C2H27NO10S",
  "method": "ωB97M-V/def2-TZVPD",
  "elements": ["N", "C", "C", "S", "H", "H", "H", "H", "H", "H", "H", "O", "H", "H", "O", "H", "H", "O", "H", "H", "O", "H", "H", "O", "H", "H", "O", "H", "H", "O", "H", "H", "O", "H", "H", "O", "H", "H", "O", "H", "H"],
  "xyz": [[-0.8247, 0.4203, 0.1571], [-0.7216, 0.6441, -1.3367], [-1.9265, -0.0235, -2.0177], [-3.5071, 1.0132, -2.1574], [-1.0287, 1.3576, 0.5767], [0.1183, 0.2169, 0.4650], [0.2019, 0.2668, -1.7187], [-0.6954, 1.7081, -1.5858], [-1.7921, -0.2551, -3.1342], [-2.1464, -0.9733, -1.5519], [-2.9980, 2.1816, -1.6408], [-0.6704, 2.2051, 3.3316], [-0.7376, 1.3785, 2.8521], [-0.4138, 2.7440, 2.5391], [1.9721, 0.5886, 2.8785], [1.7469, 0.9545, 2.0309], [1.4337, 1.0394, 3.5122], [1.7400, 2.0026, -1.8174], [1.5660, 2.5535, -2.5742], [1.9838, 1.0864, -2.2210], [-3.5115, -0.6201, 1.3039], [-2.8351, -0.3519, 0.6095], [-3.7316, -1.5125, 1.1142], [-1.0097, -1.1368, 2.8674], [-1.9240, -1.2027, 2.7590], [-0.5789, -1.4282, 3.6701], [1.9954, -0.5975, -2.3428], [1.3584, -0.6135, -1.6255], [2.6695, -1.2708, -2.1838], [1.3600, 2.2999, 0.7980], [1.5694, 2.2040, -0.1821], [1.1396, 3.2413, 0.7097], [1.7915, -1.3884, 0.4754], [2.6743, -1.0503, 0.5884], [1.5387, -1.7958, 1.3135], [-0.2174, -2.2645, -0.7252], [-0.4972, -1.6498, -0.0329], [-0.9339, -2.8994, -0.7898], [2.3320, -3.2293, -1.6611], [1.4700, -3.3548, -2.1259], [2.0404, -2.4888, -1.1273]],
  "smiles": "NCCS.O.O.O.O.O.O.O.O.O.O",
  "e_tot_ha": -1297.69146,
  "largest_force_ev_per_a": 3.5,
  "lumo_energy_ev": 0.10,
  "spin_multiplicity": 1,
  "total_charge": 0,
  "homo_lumo_gap_ev": 9.26
}

---

{
  "formula": "C21H61N5O7",
  "method": "ωB97M-V/def2-TZVPD",
  "elements": ["C", "O", "C", "C", "C", "N", "H", "H", "H", "H", "H", "H", "H", "H", "H", "H", "H", "C", "O", "C", "C", "C", "N", "H", "H", "H", "H", "H", "H", "H", "H", "H", "H", "H", "C", "O", "C", "C", "C", "N", "H", "H", "H", "H", "H", "H", "H", "H", "H", "H", "H", "C", "O", "C", "C", "C", "N", "H", "H", "H", "H", "H", "H", "H", "H", "H", "H", "H", "C", "O", "C", "C", "C", "N", "H", "H", "H", "H", "H", "H", "H", "H", "H", "H", "H", "C", "O", "H", "H", "H", "H", "O", "H", "H"],
  "xyz": [[-0.8278, -2.9627, 0.4173], [-2.2286, -3.0114, 0.7832], [-2.6071, -2.0774, 1.7822], [-4.0916, -2.4067, 2.0924], [-4.9680, -2.1144, 0.8853], [-4.5485, -1.5422, 3.2096], [-0.6000, -2.0117, -0.0493], [-0.6898, -3.7544, -0.3008], [-0.2151, -3.0535, 1.3633], [-1.9221, -2.1023, 2.6484], [-2.6324, -1.0493, 1.3983], [-4.0896, -3.5046, 2.3046], [-6.0193, -2.4173, 1.0437], [-4.5813, -2.5405, -0.0678], [-5.0601, -1.0448, 0.7108], [-4.5301, -2.1127, 4.0174], [-5.5286, -1.3144, 3.0844], [0.3380, 5.1746, 0.2512], [0.9029, 4.8174, -0.9985], [0.3640, 3.6463, -1.5489], [1.2663, 3.2362, -2.7674], [0.7656, 1.9832, -3.4837], [2.6123, 3.0640, -2.3370], [0.4143, 4.3483, 0.9331], [-0.7867, 5.4474, 0.1956], [0.8340, 6.0965, 0.5046], [0.5512, 2.8499, -0.8257], [-0.6906, 3.6455, -1.7978], [1.2470, 4.1377, -3.3882], [-0.2774, 2.0421, -3.6169], [0.8521, 1.0309, -2.9081], [1.2473, 1.7384, -4.4721], [3.1151, 3.9417, -2.0623], [3.1708, 2.6166, -3.0695], [-1.8605, -3.2073, -2.9096], [-2.0924, -2.0408, -3.6038], [-1.7831, -0.8935, -2.8015], [-2.9074, -0.5507, -1.7740], [-4.1260, -0.2178, -2.5198], [-2.3766, 0.7275, -1.1601], [-0.8249, -3.2907, -2.5955], [-2.0613, -4.1037, -3.5532], [-2.4850, -3.3111, -1.9544], [-0.7843, -1.0199, -2.3320], [-1.6287, -0.1551, -3.5588], [-2.9637, -1.4369, -1.1417], [-3.9079, 0.3760, -3.4327], [-4.8286, 0.3664, -1.9315], [-4.7438, -1.0936, -2.7545], [-3.0349, 1.1780, -0.5095], [-1.5226, 0.5575, -0.6909], [-1.0285, 2.0398, 2.0510], [0.1164, 1.1709, 2.1330], [0.2655, 0.4634, 3.3431], [0.6122, 1.2265, 4.5831], [1.8210, 2.0994, 4.4335], [0.8431, 0.2370, 5.6269], [-0.9712, 2.9421, 2.7088], [-1.9140, 1.4067, 2.2928], [-1.0859, 2.2859, 1.0052], [-0.6816, -0.0629, 3.4907], [1.0112, -0.3154, 3.1636], [-0.2706, 1.8525, 4.8670], [2.6947, 1.5433, 4.0322], [2.0819, 2.5564, 5.4235], [1.6805, 2.9072, 3.6857], [0.1784, -0.5004, 5.6042], [0.8175, 0.6761, 6.5507], [2.6697, -3.4886, -3.7308], [3.4506, -2.9794, -2.7110], [2.7753, -2.9446, -1.3698], [3.6536, -2.0755, -0.5478], [3.2510, -2.0503, 0.9857], [3.6577, -0.7130, -1.0366], [1.8267, -2.9070, -3.9215], [2.3204, -4.5270, -3.6267], [3.2852, -3.4976, -4.6074], [1.7742, -2.5890, -1.4832], [2.7121, -3.9405, -0.9819], [4.6836, -2.5453, -0.6443], [2.6688, -2.9466, 1.2551], [2.6809, -1.1792, 1.3168], [4.1494, -2.0938, 1.5833], [4.0342, 0.0063, -0.4238], [3.9625, -0.6747, -1.9722], [3.3130, 2.6982, 0.8330], [3.9630, 2.2117, -0.3195], [4.1237, 2.7956, 1.5768], [2.7929, 3.6192, 0.6302], [2.5682, 1.9649, 1.1969], [3.3122, 2.1523, -1.0406], [0.7758, 0.0759, -0.3715], [0.9187, 0.6294, 0.4061], [1.6514, -0.2103, -0.6977]],
  "smiles": "COC[C@H](C)N.COC[C@H](C)N.COC[C@H](C)N.COC[C@H](C)N.COC[C@H](C)N.CO.O",
  "e_tot_ha": -1637.02942,
  "largest_force_ev_per_a": 3.4,
  "lumo_energy_ev": 0.68,
  "spin_multiplicity": 1,
  "total_charge": 0,
  "homo_lumo_gap_ev": 9.68
}